The following is a DFT calculation (wB97M-V/def2-TZVPD) of 2 unconnected molecules or ions with the total composition C5H14 in a non-equilibrium geometry.

ORCA input file:
```
! wB97M-V def2-TZVPD RIJCOSX def2/J DEFGRID3
* xyz -1 2
C 1.619 0.607 0.733
C 0.873 1.719 0.014
C 1.052 0.154 1.984
H 1.559 -0.291 0.071
H 2.743 0.797 0.824
H -0.163 1.782 0.517
H 0.154 0.649 2.337
H 0.895 -0.992 2.131
H 1.824 0.261 2.910
H 1.417 2.709 -0.090
H 0.809 1.576 -1.074
C -1.413 -1.460 -2.004
C -1.968 -0.905 -0.663
H -1.195 -2.497 -1.903
H -2.176 -1.370 -2.754
H -0.482 -1.107 -2.418
H -2.663 -1.661 -0.105
H -2.447 0.034 -0.900
H -1.247 -0.585 0.064
*
```

Relative energy (zero: lowest compared OMol25 entry of this formula, charge and spin) ... 1.3567 eV
LUMO level (spin up / spin down) ... 0.1551 / 0.1579 Eh
Energy ... -198.782678 Eh
Frontier orbital gap (spin up / spin down) ... 2.706 / 10.906 eV
Largest force on an atom ... 6.169 eV/Å